Entry from OMol25: a 3-piece molecular cluster, C3H10O2S2 overall (the ωB97M-V functional and the def2-TZVPD basis).

Structure (XYZ):
```
17
C3H10O2S2 (the ωB97M-V functional and the def2-TZVPD basis)
C -1.3563 -0.6862 -1.3389
C -0.8894 0.2335 -0.2250
O 0.4276 -0.1323 0.1597
C -0.9627 -2.1473 -1.1699
S -1.2101 -3.1448 -2.6441
S 1.6365 2.3669 1.8986
H -0.9809 -0.3092 -2.2919
H -2.4334 -0.5698 -1.5007
H -0.9291 1.2732 -0.5720
H -1.5608 0.1756 0.6389
H 0.8763 0.6211 0.5660
H -1.4959 -2.5530 -0.3124
H 0.0989 -2.1996 -0.9292
H -2.5454 -3.0984 -2.6995
H 3.0001 3.3581 3.3232
H 4.5228 3.4592 3.2336
O 3.8016 3.3532 3.8636
```

ΔE to the lowest compared entry with this formula, charge and spin   415.7 kJ/mol
Total charge   0
Electronic energy   -29034.223 eV
Orbital gap   4.09 eV



Entry from OMol25: a 2-piece molecular cluster, C3H10O2S2 overall at a distorted geometry (the ωB97M-V functional and the def2-TZVPD basis).

Structure (XYZ):
```
17
C3H10O2S2 (the ωB97M-V functional and the def2-TZVPD basis)
O 1.2972 -0.6026 0.5785
C 0.5057 0.0628 1.5646
C -0.0907 1.3934 1.2096
C -0.7405 1.4299 -0.1980
S 0.6072 1.4923 -1.5529
S 0.9998 -0.0637 -2.8765
H 0.8178 -1.3719 0.2629
H 1.1399 0.1250 2.4538
H -0.2950 -0.6602 1.8416
H 0.5394 2.2906 1.2788
H -0.9606 1.6604 1.8433
H -1.2848 2.3726 -0.2307
H -1.4297 0.6296 -0.4187
H 1.3734 -0.9481 -1.9205
O -0.7043 -2.5316 -0.8819
H -1.3461 -3.1597 -1.2327
H -0.4288 -2.1187 -1.7210
```

SMILES   OCCCSS.O
ΔE to the lowest compared entry with this formula, charge and spin   71.8 kJ/mol
Total charge   0
Electronic energy   -29037.787 eV
Orbital gap   8.77 eV



Entry from OMol25: a 2-piece molecular cluster, C3H10O2S2 overall at a distorted geometry (the ωB97M-V functional and the def2-TZVPD basis).

Structure (XYZ):
```
17
C3H10O2S2 (the ωB97M-V functional and the def2-TZVPD basis)
O 1.2486 0.3488 0.0788
C 0.7284 1.0183 -1.0499
C -0.7809 1.2470 -0.8366
C -1.5972 -0.0074 -1.1558
S -3.2670 -0.1624 -0.4632
S -3.0006 0.2374 1.4940
H 2.0429 -0.1385 -0.1981
H 1.1870 2.0021 -1.1558
H 0.7716 0.4574 -1.9892
H -0.9715 1.5317 0.1981
H -1.0828 2.0459 -1.5090
H -1.7042 -0.1258 -2.2369
H -0.9893 -0.8696 -0.8581
H -2.7467 -0.9865 2.0105
O 3.4450 -2.1143 2.1733
H 2.8695 -1.6993 2.7953
H 3.8470 -2.7848 2.7027
```

SMILES   OCCCSS.O
ΔE to the lowest compared entry with this formula, charge and spin   18.6 kJ/mol
Total charge   0
Electronic energy   -29038.339 eV
Orbital gap   9.64 eV



Entry from OMol25: a 2-piece molecular cluster, C3H10O2S2 overall at a distorted geometry (the ωB97M-V functional and the def2-TZVPD basis).

Structure (XYZ):
```
17
C3H10O2S2 (the ωB97M-V functional and the def2-TZVPD basis)
O -0.2911 -1.3101 0.1312
C 1.0986 -1.1397 -0.2667
C 1.6840 0.0780 0.3656
C 1.5246 1.2885 -0.5636
S 1.5223 3.0190 0.0201
S 0.3518 2.9296 1.7208
H -0.8036 -1.9129 -0.3356
H 1.5406 -2.0646 0.1517
H 1.2636 -1.2208 -1.3804
H 1.0652 0.2079 1.2470
H 2.6523 -0.1544 0.6251
H 2.3698 1.3505 -1.3129
H 0.5286 1.2326 -1.0704
H -0.9677 3.1452 1.4769
O -4.2304 -2.1081 -0.3142
H -4.1329 -1.2095 0.1417
H -5.1758 -2.1313 -0.6364
```

SMILES   OCCCSS.O
ΔE to the lowest compared entry with this formula, charge and spin   84.9 kJ/mol
Total charge   0
Electronic energy   -29037.652 eV
Orbital gap   9.56 eV



Entry from OMol25: a 3-piece molecular cluster, C3H10O3 overall at a distorted geometry (the ωB97M-V functional and the def2-TZVPD basis).

Structure (XYZ):
```
16
C3H10O3 (the ωB97M-V functional and the def2-TZVPD basis)
C 0.9802 -1.1875 -2.3134
C -0.1549 -0.8752 -1.3771
C -0.1173 -0.8144 -0.0525
O 1.0238 -1.2454 0.5908
H 1.2511 -2.2364 -2.3874
H 1.8421 -0.5706 -2.0603
H 0.6995 -0.8516 -3.3109
H -1.1027 -0.6859 -1.8678
H -0.9328 -0.4162 0.5291
H 1.0231 -0.9180 1.5097
O -5.4668 3.9297 1.1985
H -4.6378 4.1603 0.7323
H -5.0882 3.7493 2.0592
O 3.8798 -0.7540 1.2666
H 4.0825 0.0986 1.6450
H 3.1328 -0.6230 0.6788
```

SMILES   C/C=C\O.O.O
ΔE to the lowest compared entry with this formula, charge and spin   86.1 kJ/mol
Total charge   0
Electronic energy   -9414.640 eV
Orbital gap   9.44 eV



Entry from OMol25: a 3-piece molecular cluster, C3H10O3 overall at a distorted geometry (the ωB97M-V functional and the def2-TZVPD basis).

Structure (XYZ):
```
16
C3H10O3 (the ωB97M-V functional and the def2-TZVPD basis)
C 0.2092 -0.2081 -2.7600
C 0.1127 0.5891 -1.6734
C -1.2105 0.6804 -0.8923
O 1.1442 1.0824 -0.9854
H -0.5902 -0.4004 -3.4330
H 1.2363 -0.4283 -2.9768
H -1.8503 0.0676 -1.5661
H -1.2646 0.2197 0.0729
H -1.7879 1.6150 -0.8839
H 1.9843 1.1948 -1.4408
O 1.9198 0.4916 2.1601
H 1.2484 -0.0049 2.6489
H 1.4493 1.1406 1.6212
O -0.5250 -1.7879 3.3068
H -0.8327 -2.5853 2.8620
H -1.2432 -1.6664 3.9399
```

SMILES   C=C(C)O.O.O
ΔE to the lowest compared entry with this formula, charge and spin   108.8 kJ/mol
Total charge   0
Electronic energy   -9414.406 eV
Orbital gap   9.37 eV



Entry from OMol25: a 2-piece molecular cluster, C3H10OP2 overall at a distorted geometry (the ωB97M-V functional and the def2-TZVPD basis).

Structure (XYZ):
```
16
C3H10OP2 (the ωB97M-V functional and the def2-TZVPD basis)
C -1.3206 0.9839 0.3409
C 1.5883 -0.1293 -0.4166
C -0.8710 -0.4363 0.3816
O -1.3861 -1.2273 -0.5831
P -0.6937 1.9950 1.7659
P 1.2696 -1.4431 -1.5515
H -2.4189 1.0413 0.3529
H -1.0079 1.4587 -0.5937
H 2.1148 -0.3818 0.4893
H 1.5671 0.9016 -0.7170
H -0.6654 -0.8920 1.3436
H -0.9601 -2.0996 -0.5902
H 0.5730 1.4177 1.7879
H -1.1620 1.1175 2.7474
H 2.5267 -1.6419 -2.1344
H 0.8460 -0.6644 -2.6230
```

ΔE to the lowest compared entry with this formula, charge and spin   59.4 kJ/mol
Total charge   0
Multiplicity   3
Electronic energy   -23892.798 eV
Orbital gap (spin up / spin down)   7.24 / 8.75 eV



Entry from OMol25: a 2-piece molecular cluster, C3H10OS overall at a distorted geometry (the ωB97M-V functional and the def2-TZVPD basis).

Structure (XYZ):
```
15
C3H10OS (the ωB97M-V functional and the def2-TZVPD basis)
C -2.5937 -0.7723 1.2478
S -1.0041 -0.4951 1.8121
C -0.1007 -1.3957 0.6633
H -2.5203 -0.8038 0.1535
H -2.8545 -1.7088 1.7361
H -3.3995 -0.0040 1.3711
H 1.0952 -1.4200 0.9464
H 0.0177 -0.8894 -0.2888
H -0.5599 -2.3540 0.4284
C 1.6340 1.6020 -1.2630
O 2.9854 1.1998 -1.4962
H 1.0973 2.3128 -1.7979
H 1.4843 2.0697 -0.2626
H 1.3254 0.5945 -1.3814
H 3.3934 2.0643 -1.8687
```

SMILES   CSC.CO
ΔE to the lowest compared entry with this formula, charge and spin   224.9 kJ/mol
Total charge   0
Electronic energy   -16153.535 eV
Orbital gap   9.10 eV



Entry from OMol25: a 2-piece molecular cluster, C3H10OS2 overall at a distorted geometry (the ωB97M-V functional and the def2-TZVPD basis).

Structure (XYZ):
```
16
C3H10OS2 (the ωB97M-V functional and the def2-TZVPD basis)
C -0.2100 -0.0025 -2.3061
C -1.1690 -0.5319 -1.2835
S -1.5501 0.6277 0.1742
S -0.1400 2.0937 0.2674
C 1.1131 1.4108 1.4864
H 0.8035 -0.0756 -1.9156
H -0.4473 0.9530 -2.7698
H -0.1972 -0.6013 -3.2344
H -2.1897 -0.6769 -1.6291
H -0.7600 -1.3442 -0.6936
H 0.5426 1.0667 2.3403
H 1.6213 0.6159 0.9545
H 1.6943 2.2897 1.7529
O 0.0633 -1.9624 1.9276
H 0.5564 -1.2369 2.3177
H 0.2688 -2.6258 2.6110
```

SMILES   CCSSC.O
ΔE to the lowest compared entry with this formula, charge and spin   45.6 kJ/mol
Total charge   0
Electronic energy   -26990.817 eV
Orbital gap   9.18 eV



Entry from OMol25: a 2-piece molecular cluster, C3H10OS2 overall at a distorted geometry (the ωB97M-V functional and the def2-TZVPD basis).

Structure (XYZ):
```
16
C3H10OS2 (the ωB97M-V functional and the def2-TZVPD basis)
C 0.8713 0.1582 1.9387
C 1.6613 -0.6349 0.9058
O 1.5209 -0.2043 -0.4336
H -0.0413 0.6413 1.5586
H 0.3359 -0.4258 2.6881
H 1.4248 1.0342 2.2727
H 1.3894 -1.6916 0.9660
H 2.7063 -0.4183 1.1094
H 0.6996 -0.3131 -0.9197
C -1.3068 0.8297 -2.4074
S -2.0201 0.8713 -0.6599
S -2.2061 -0.9708 0.2872
H -0.6347 0.0685 -2.7923
H -1.0848 1.8635 -2.6395
H -2.2823 0.4986 -2.7438
H -1.0334 -1.3065 0.8700
```

SMILES   CCO.CSS
ΔE to the lowest compared entry with this formula, charge and spin   170.4 kJ/mol
Total charge   0
Electronic energy   -26989.524 eV
Orbital gap   9.37 eV



Entry from OMol25: a 3-piece molecular cluster, C3H10OS2 overall at a distorted geometry (the ωB97M-V functional and the def2-TZVPD basis).

Structure (XYZ):
```
16
C3H10OS2 (the ωB97M-V functional and the def2-TZVPD basis)
C -1.5890 0.5664 2.3439
C -1.7667 -0.5406 1.2374
S -2.0013 0.1964 -0.3542
S 1.9342 -0.5462 0.3566
C 2.9943 -0.5427 -1.0652
H -2.5830 0.8584 2.6719
H -0.9862 0.2282 3.1916
H -1.1793 1.4224 1.8140
H -2.5886 -1.2219 1.5107
H -0.8638 -1.1691 1.2684
H 3.8024 0.1876 -1.0297
H 2.4591 -0.2247 -1.9681
H 3.4535 -1.4836 -1.3539
H 0.3370 0.5883 -1.4258
H -0.5735 0.8905 -2.5495
O 0.2839 1.1227 -2.2160
```

ΔE to the lowest compared entry with this formula, charge and spin   479.0 kJ/mol
Total charge   0
Electronic energy   -26986.325 eV
Orbital gap   4.04 eV



Entry from OMol25: a 2-piece molecular cluster, C3H10OS2 overall at a distorted geometry (the ωB97M-V functional and the def2-TZVPD basis).

Structure (XYZ):
```
16
C3H10OS2 (the ωB97M-V functional and the def2-TZVPD basis)
C -1.6767 1.4165 0.8015
C -0.2915 0.6994 1.1220
S 0.8507 1.1314 -0.0666
S -0.5164 -0.1438 -1.7913
C -0.8326 -1.3030 -0.6416
H -2.6103 0.7047 0.6657
H -1.6391 2.0869 -0.0939
H -2.0116 2.0379 1.6128
H 0.1623 1.0042 2.1351
H -0.2695 -0.3774 1.2616
H 0.0225 -1.6770 -0.0365
H -1.7712 -1.1282 -0.0233
H -1.1704 -2.3374 -1.2385
O 4.0810 -1.0316 -1.0842
H 4.5425 -0.2592 -1.5435
H 3.1304 -0.8235 -1.0794
```

SMILES   CCSSC.O
ΔE to the lowest compared entry with this formula, charge and spin   251.7 kJ/mol
Total charge   0
Electronic energy   -26988.682 eV
Orbital gap   7.70 eV